ORCA calculation (ωB97M-V/def2-TZVPD) on a gas-phase ion, C16H29N4O2S (charge +1) in a non-equilibrium geometry.

Geometry (Å):
C (-2.8247, -0.3377, -3.3582)
O (-1.6569, 0.4603, -3.4593)
C (-0.8816, 0.2112, -4.6248)
C (-0.1491, -1.1317, -4.6080)
C (0.4735, -1.4457, -3.2439)
C (0.0152, -2.7789, -2.6560)
C (0.3961, -2.8857, -1.1785)
C (-0.6641, -2.2481, -0.2685)
C (-0.3204, -2.4748, 1.2030)
C (-0.9651, -1.5245, 2.2264)
C (-1.0627, -0.0663, 1.8071)
N (0.2693, 0.5480, 1.7226)
C (1.1810, 0.2806, 0.7800)
N (2.2354, 1.0174, 1.1002)
O (3.4151, 1.0397, 0.3604)
C (4.0607, -0.1043, 0.4871)
N (4.5934, -1.1061, 0.5406)
N (2.0731, 1.7558, 2.1941)
C (0.8338, 1.4761, 2.5756)
C (0.1587, 2.0500, 3.7671)
C (0.8790, 3.2636, 4.3597)
C (0.3153, 4.5903, 3.8509)
S (0.7319, 4.8060, 2.0910)
H (-2.8942, -1.0652, -4.1651)
H (-2.8266, -0.8668, -2.4073)
H (-3.7035, 0.3011, -3.4269)
H (-0.1541, 1.0166, -4.6712)
H (-1.5304, 0.2824, -5.4993)
H (0.6209, -1.0878, -5.3735)
H (-0.8337, -1.9317, -4.8830)
H (1.5612, -1.4392, -3.3128)
H (0.2061, -0.6614, -2.5335)
H (-1.0720, -2.8135, -2.7305)
H (0.4212, -3.6044, -3.2346)
H (0.6108, -3.9036, -0.8622)
H (1.3369, -2.3352, -1.0520)
H (-1.6188, -2.7048, -0.5167)
H (-0.7071, -1.1913, -0.5295)
H (-0.6265, -3.4844, 1.4631)
H (0.7642, -2.4632, 1.3222)
H (-1.9424, -1.8741, 2.5438)
H (-0.3466, -1.5498, 3.1261)
H (-1.5712, 0.0789, 0.8607)
H (-1.6264, 0.4949, 2.5444)
H (1.0890, -0.3770, -0.0668)
H (0.0911, 1.2601, 4.5174)
H (-0.8656, 2.3306, 3.5294)
H (1.9431, 3.2326, 4.1401)
H (0.7913, 3.2721, 5.4413)
H (-0.7620, 4.6206, 3.9775)
H (0.7659, 5.4053, 4.4057)
H (-0.2277, 5.6629, 1.7246)

Calculated values
ΔE to the lowest compared entry with this formula, charge and spin ... 28.81 kcal/mol
SMILES string ... COCCCCCCCCCn1c[n+](OC#N)nc1CCCS
LUMO ... -3.472 eV
E_HOMO ... -12.00 eV
Calculated total energy ... -37942.836 eV
Net charge ... +1

Want to see where the charge sits? The Mulliken charges in e are: C -0.6884; O -0.4052; C -0.6216; C -0.9391; C -0.1312; C -0.7820; C -0.6702; C -0.0178; C -1.0027; C -0.8156; C -0.7622; N 0.1266; C -0.5446; N 0.9178; O -0.3881; C 0.4738; N -0.2897; N -0.7204; C 0.5221; C -0.5953; C -1.0159; C -0.7219; S -0.2206; H 0.3515; H 0.1348; H 0.3019; H 0.3570; H 0.4487; H 0.3681; H 0.3551; H 0.4362; H 0.0914; H 0.3764; H 0.3535; H 0.5058; H 0.1824; H 0.4764; H -0.1989; H 0.5494; H 0.4758; H 0.4654; H 0.3320; H 0.3022; H 0.4511; H 0.5661; H 0.4363; H 0.3735; H 0.4185; H 0.4081; H 0.4018; H 0.4186; H 0.1530

ORCA calculation (ωB97M-V/def2-TZVPD) on a molecular structure, C16H30BKO9RbS3Sn in a non-equilibrium geometry.

Geometry (Å):
Rb (18.5406, 12.3842, 23.1481)
Sn (21.9098, 14.4424, 21.0372)
K (25.6441, 13.4393, 19.3485)
B (25.7416, 11.2069, 17.3012)
H (25.2578, 10.5126, 16.5739)
H (25.2662, 11.0853, 18.2947)
H (26.8189, 10.9125, 17.3184)
H (25.6091, 12.2705, 17.0236)
C (21.8868, 10.3036, 23.1943)
C (22.6483, 9.2292, 22.7474)
C (23.6569, 9.2788, 21.5351)
O (24.1442, 8.2766, 20.9531)
C (23.8505, 10.5114, 20.9208)
C (23.2750, 11.7303, 21.4627)
C (22.1208, 11.6060, 22.5410)
O (21.3976, 12.5973, 22.7929)
O (23.6715, 12.9020, 21.1777)
O (22.4204, 8.1323, 23.3220)
H (21.1102, 10.2724, 23.9435)
H (24.6084, 10.5692, 20.1490)
C (21.5729, 6.4369, 27.2873)
S (21.0512, 8.1883, 27.2832)
O (20.6357, 8.5782, 28.6944)
C (22.6337, 9.1095, 26.9340)
H (22.6464, 6.2751, 27.1800)
H (21.3605, 6.1144, 26.2636)
H (21.0081, 5.7684, 27.9326)
H (23.0855, 9.6710, 27.7510)
H (22.5788, 9.8221, 26.1112)
H (23.3185, 8.3080, 26.6548)
C (25.1964, 6.7086, 24.3445)
S (25.6986, 4.9410, 24.2769)
O (27.2007, 4.8269, 23.9631)
C (24.8218, 4.5204, 22.6913)
H (25.5538, 7.3880, 23.5712)
H (25.2928, 7.1468, 25.3377)
H (24.1137, 6.6893, 24.2009)
H (24.7916, 5.4297, 22.0871)
H (23.7872, 4.1804, 22.6972)
H (25.4700, 3.8760, 22.0987)
C (27.8288, 7.5088, 21.3256)
S (27.1631, 6.6025, 19.8223)
O (26.8801, 7.5318, 18.6541)
C (28.8205, 5.9380, 19.4982)
H (26.9390, 7.9414, 21.7863)
H (28.4766, 8.3622, 21.1235)
H (28.2842, 6.7877, 22.0029)
H (29.3541, 6.6450, 18.8645)
H (28.5592, 5.0258, 18.9597)
H (29.4586, 5.6126, 20.3187)
O (28.1995, 12.0840, 20.6099)
C (27.8565, 12.0211, 21.7710)
O (28.5158, 12.6266, 22.7595)
C (28.0098, 12.2387, 24.0376)
C (26.6849, 11.5310, 23.7530)
C (26.8601, 11.0504, 22.2570)
H (27.7446, 13.1342, 24.5982)
H (28.5630, 11.5427, 24.6668)
H (25.7757, 12.1243, 23.8578)
H (26.5147, 10.6570, 24.3816)
H (26.0094, 11.1255, 21.5856)
H (27.2776, 10.0453, 22.2814)

Calculated values
LUMO ... -7.272 eV
E_HOMO ... -9.66 eV
Calculated total energy ... -91483.699 eV
Net charge ... +1

Want to see where the charge sits? The Mulliken charges in e are: Rb 0.9755; Sn 1.1067; K 0.6945; B 1.0423; H -0.2292; H -0.9542; H -0.2262; H -0.4303; C -0.7491; C -0.0025; C 0.7764; O -0.5823; C -0.5482; C 0.6416; C 1.2406; O -0.7898; O -0.9246; O -0.6415; H 0.2755; H 0.5120; C -0.9325; S 0.5116; O -0.6554; C -0.1895; H 0.3122; H 0.3243; H 0.3766; H 0.3990; H 0.0602; H -0.2058; C -0.5636; S 0.4083; O -0.6149; C -0.6139; H -0.0512; H 0.4719; H 0.2505; H -0.0142; H 0.3518; H 0.3877; C -0.2346; S 0.6036; O -0.6480; C -0.9950; H -0.6541; H 0.4808; H 0.4173; H 0.3188; H 0.3489; H 0.3341; O -0.6025; C 0.3248; O -0.3943; C -0.4068; C -0.6580; C 1.2397; H 0.3234; H 0.2760; H 0.2154; H 0.3513; H -0.5994; H -0.2418

ORCA calculation (ωB97M-V/def2-TZVPD) on a molecular structure, C16H30Br3N6O3 in a non-equilibrium geometry.

Geometry (Å):
C (-2.5675, 1.8951, 5.5165)
C (-1.2785, 1.6761, 4.8115)
O (-0.3422, 1.0199, 5.1829)
O (-1.2241, 2.3200, 3.5488)
C (-0.5401, 1.5555, 2.6362)
O (0.4519, 1.9624, 2.0509)
C (-1.1072, 0.1711, 2.2973)
N (-1.2268, 0.1075, 0.8596)
C (-0.7627, -0.9183, 0.1442)
N (-0.1893, -1.9934, 0.6488)
C (0.1474, -2.7402, -0.4050)
C (0.7802, -4.0516, -0.2411)
N (-0.1952, -2.1367, -1.5359)
C (0.0233, -2.6254, -2.8890)
C (1.4185, -2.3221, -3.4894)
C (2.3588, -1.4277, -2.6595)
C (3.3123, -2.1696, -1.7237)
C (4.7225, -1.5783, -1.6698)
N (5.6175, -2.5794, -1.0909)
N (-0.8154, -0.9666, -1.2017)
C (-1.3877, -0.0118, -2.1301)
C (-0.3838, 0.9533, -2.7729)
C (-1.0535, 2.3218, -3.0056)
N (-0.1544, 3.4201, -3.2297)
H (-3.3212, 1.3063, 5.0081)
H (-2.8230, 2.9398, 5.4220)
H (-2.4551, 1.6063, 6.5468)
H (-2.0525, -0.0284, 2.7888)
H (-0.3745, -0.5480, 2.6249)
H (-1.6627, 0.8880, 0.4124)
H (0.8142, -4.6147, -1.1606)
H (0.1965, -4.6165, 0.4695)
H (1.7889, -3.9607, 0.1303)
H (-0.1302, -3.6899, -2.8505)
H (-0.7229, -2.2432, -3.5677)
H (1.2899, -1.8352, -4.4451)
H (1.9299, -3.2534, -3.6967)
H (2.9603, -0.8849, -3.3784)
H (1.7995, -0.6676, -2.1267)
H (3.3946, -3.2044, -2.0427)
H (2.9615, -2.1761, -0.7025)
H (5.0452, -1.2257, -2.6443)
H (4.6903, -0.7683, -0.9546)
H (6.0760, -3.1313, -1.7964)
H (6.2913, -2.1673, -0.4698)
H (-2.1588, 0.5291, -1.6029)
H (-1.9073, -0.5706, -2.8978)
H (-0.1364, 0.5546, -3.7485)
H (0.5299, 1.0414, -2.2001)
H (-1.6744, 2.2206, -3.8881)
H (-1.7338, 2.5555, -2.1902)
H (0.5699, 3.4921, -2.5352)
H (0.2223, 3.4407, -4.1607)
C (-5.0381, 5.3861, 5.8870)
Br (-6.2687, 6.7843, 6.3556)
Br (-3.2318, 6.0400, 5.7377)
Br (-5.1478, 3.9010, 7.1108)
H (-5.3248, 5.0191, 4.9133)

Calculated values
LUMO ... -2.261 eV
E_HOMO ... -11.55 eV
Calculated total energy ... -242282.797 eV
Net charge ... +1

Want to see where the charge sits? The Mulliken charges in e are: C -0.6954; C 0.6516; O -0.5120; O -0.2732; C 0.3499; O -0.5277; C -0.3843; N -0.0573; C 0.6102; N -0.6344; C 0.7244; C -1.2661; N 0.1352; C -0.9828; C -0.8140; C -0.3638; C -0.6662; C -0.6425; N -0.5407; N 0.2993; C -1.7763; C 0.1462; C -0.8792; N -0.5727; H 0.3127; H 0.0363; H 0.3731; H 0.2886; H 0.4311; H 0.1762; H 0.3481; H 0.4142; H 0.2767; H 0.5493; H 0.3079; H 0.4406; H 0.4748; H 0.7001; H -0.0716; H 0.2371; H 0.1423; H 0.3720; H 0.3628; H 0.1992; H 0.2206; H 0.8647; H 0.3279; H 0.1925; H 0.4110; H 0.3965; H 0.3970; H 0.2279; H 0.2591; C -0.3194; Br -0.0233; Br -0.0121; Br -0.0107; H 0.3685